{"formula": "C14H14BF4N7O4S5Y", "method": "ωB97M-V/def2-TZVPD", "homo_ev": -4.21, "energy_ha": -3680.20273, "gap_ev": 6.6, "charge": -1, "fmax_ev_per_a": 1.60, "de_lowest_kcal_mol": 43.9, "symbols": ["Y", "O", "C", "O", "C", "C", "C", "C", "C", "N", "H", "H", "H", "H", "S", "S", "S", "S", "N", "N", "C", "N", "N", "N", "O", "O", "H", "H", "H", "H", "H", "S", "C", "N", "C", "C", "C", "C", "C", "C", "H", "H", "H", "H", "H", "F", "B", "F", "F", "F"], "coordinates": [[0.239, -0.265, -0.070], [0.044, 0.436, 4.087], [-0.114, 0.336, 2.883], [0.627, -0.277, 2.029], [-1.369, 0.986, 2.287], [-2.272, 1.621, 3.121], [-3.420, 2.158, 2.571], [-3.635, 2.033, 1.204], [-2.685, 1.387, 0.442], [-1.565, 0.880, 0.967], [-2.041, 1.659, 4.176], [-4.147, 2.663, 3.197], [-4.527, 2.426, 0.731], [-2.818, 1.259, -0.623], [-1.245, -2.410, 0.673], [-1.114, -3.777, -0.811], [-2.216, -2.981, -2.507], [-2.418, -1.047, -2.258], [-0.709, 3.344, -0.876], [-1.088, 3.135, -2.197], [-0.915, 1.900, -2.775], [-1.328, 1.811, -4.055], [-0.461, 0.887, -2.089], [-0.447, -0.406, -2.766], [-0.227, -0.470, -4.040], [0.275, -1.229, -1.993], [-1.324, 4.027, -0.464], [0.253, 3.649, -0.828], [-0.953, 3.898, -2.836], [-1.517, 2.651, -4.568], [-0.984, 0.967, -4.519], [3.790, -3.558, -0.262], [2.625, -2.527, 0.467], [2.344, -1.447, -0.176], [3.102, -1.355, -1.358], [3.065, -0.318, -2.294], [3.851, -0.412, -3.419], [4.682, -1.520, -3.639], [4.741, -2.547, -2.724], [3.943, -2.445, -1.583], [2.151, -2.788, 1.409], [2.442, 0.549, -2.143], [3.814, 0.387, -4.150], [5.289, -1.568, -4.537], [5.385, -3.406, -2.882], [1.661, 1.550, 0.053], [2.743, 2.509, -0.269], [3.954, 1.848, -0.180], [2.465, 2.953, -1.596], [2.609, 3.565, 0.634]], "lowdin_charge": [1.23, 0.06, -0.59, -0.19, -0.17, 0.00, -0.05, -0.06, -0.14, 0.02, 0.12, 0.11, 0.10, 0.07, -0.05, -0.12, 0.02, 0.33, 0.06, -0.03, -0.44, 0.17, 0.02, -0.63, -0.14, -0.39, 0.09, 0.07, 0.13, 0.10, 0.07, 1.07, -0.43, -0.03, -0.28, -0.01, -0.05, -0.09, -0.10, -0.46, 0.09, 0.09, 0.11, 0.10, 0.10, -0.02, -1.19, 0.15, 0.08, 0.12]}